1.
# C5H7NO

An isolated molecule of C5H7NO (wB97M-V/def2-TZVPD, OMol25).

The geometry in XYZ format:
```
14
C5H7NO | OMol25 | wB97M-V/def2-TZVPD
C 1.956 1.318 -0.314
C 1.491 0.213 -0.188
C 0.811 -1.077 -0.047
C -0.391 -0.991 0.939
N -0.963 0.337 1.062
C -1.693 0.861 0.034
O -2.139 0.219 -0.894
H 2.369 2.294 -0.447
H 1.521 -1.837 0.309
H 0.456 -1.378 -1.042
H -1.179 -1.663 0.588
H -0.088 -1.297 1.946
H -0.397 1.014 1.555
H -1.850 1.952 0.145
```

Results
- LUMO: 0.914 eV
- Kohn-Sham gap: 0.3959 Ha
- HOMO level: -9.858 eV
- Strongest force on any atom: 0.0101 hartree/bohr

These are the natural (NBO) partial charges, in e, on atoms 1 to 8: atom 1 (C): -0.27, atom 2 (C): 0.01, atom 3 (C): -0.51, atom 4 (C): -0.22, atom 5 (N): -0.62, atom 6 (C): 0.53, atom 7 (O): -0.61, atom 8 (H): 0.24



2.
# C5H7NO

An isolated molecule of C5H7NO (wB97M-V/def2-TZVPD, OMol25).

The geometry in XYZ format:
```
14
C5H7NO | OMol25 | wB97M-V/def2-TZVPD
C 0.297 1.114 1.500
N 0.022 0.419 0.262
C -0.388 0.977 -0.930
C -0.575 -0.034 -1.835
C -0.280 -1.266 -1.176
C 0.087 -0.934 0.104
O 0.462 -1.670 1.189
H 1.363 1.089 1.745
H -0.261 0.656 2.321
H -0.021 2.153 1.392
H -0.502 2.048 -1.022
H -0.900 0.085 -2.860
H -0.355 -2.265 -1.584
H 1.051 -2.372 0.892
```

Results
- LUMO: 0.780 eV
- Kohn-Sham gap: 0.3147 Ha
- HOMO level: -7.783 eV
- Strongest force on any atom: 0.0058 hartree/bohr

These are the natural (NBO) partial charges, in e, on atoms 1 to 8: atom 1 (C): -0.40, atom 2 (N): -0.35, atom 3 (C): -0.09, atom 4 (C): -0.29, atom 5 (C): -0.39, atom 6 (C): 0.43, atom 7 (O): -0.69, atom 8 (H): 0.20



3.
# C5H7NO

An isolated molecule of C5H7NO (wB97M-V/def2-TZVPD, OMol25).

The geometry in XYZ format:
```
14
C5H7NO | OMol25 | wB97M-V/def2-TZVPD
C 1.586 -0.094 1.229
C 0.335 -0.072 0.413
C -0.877 -0.571 0.681
N -1.752 -0.392 -0.413
C -1.088 0.154 -1.494
O -1.504 0.223 -2.631
C 0.225 0.654 -0.904
H 2.168 -0.990 0.980
H 1.380 -0.103 2.303
H 2.220 0.773 1.009
H -1.246 -1.022 1.594
H -2.648 -0.838 -0.517
H 0.046 1.692 -0.590
H 1.069 0.651 -1.598
```

Results
- LUMO: 0.835 eV
- Kohn-Sham gap: 0.3377 Ha
- HOMO level: -8.353 eV
- Strongest force on any atom: 0.0091 hartree/bohr

These are the natural (NBO) partial charges, in e, on atoms 1 to 8: atom 1 (C): -0.63, atom 2 (C): -0.04, atom 3 (C): -0.04, atom 4 (N): -0.62, atom 5 (C): 0.68, atom 6 (O): -0.59, atom 7 (C): -0.54, atom 8 (H): 0.22



4.
# C5H7NO

A structure of composition C5H7NO (wB97M-V/def2-TZVPD, OMol25).

The geometry in XYZ format:
```
14
C5H7NO | OMol25 | wB97M-V/def2-TZVPD
C -1.782 0.110 0.494
N -0.383 -0.099 0.180
C 0.204 -1.314 -0.054
C 1.521 -1.054 -0.367
C 1.802 0.413 -0.382
C 0.529 0.879 -0.004
O 0.114 2.140 0.257
H -2.229 0.795 -0.228
H -1.875 0.536 1.493
H -2.294 -0.851 0.451
H -0.369 -2.225 -0.015
H 2.306 -1.777 -0.535
H 1.567 -0.262 -1.427
H 0.889 2.707 0.138
```

Results
- LUMO: 0.763 eV
- Kohn-Sham gap: 0.3191 Ha
- HOMO level: -7.920 eV
- Strongest force on any atom: 0.0245 hartree/bohr

These are the natural (NBO) partial charges, in e, on atoms 1 to 8: atom 1 (C): -0.41, atom 2 (N): -0.32, atom 3 (C): -0.10, atom 4 (C): -0.35, atom 5 (C): -0.54, atom 6 (C): 0.44, atom 7 (O): -0.68, atom 8 (H): 0.22



5.
# C5H7NO

An isolated molecule of C5H7NO (wB97M-V/def2-TZVPD, OMol25).

The geometry in XYZ format:
```
14
C5H7NO | OMol25 | wB97M-V/def2-TZVPD
C -2.280 0.217 0.106
C -0.829 -0.094 -0.098
C -0.299 -1.333 -0.058
O 1.074 -1.277 -0.065
C 1.401 0.027 -0.120
N 2.759 0.297 -0.202
C 0.293 0.817 -0.142
H -2.386 0.409 1.177
H -2.967 -0.593 -0.176
H -2.621 1.098 -0.437
H -0.739 -2.311 -0.174
H 3.319 -0.403 0.266
H 2.996 1.229 0.109
H 0.290 1.897 -0.187
```

Results
- LUMO: 0.989 eV
- Kohn-Sham gap: 0.3167 Ha
- HOMO level: -7.627 eV
- Strongest force on any atom: 0.0089 hartree/bohr

These are the natural (NBO) partial charges, in e, on atoms 1 to 8: atom 1 (C): -0.63, atom 2 (C): -0.06, atom 3 (C): 0.03, atom 4 (O): -0.43, atom 5 (C): 0.47, atom 6 (N): -0.81, atom 7 (C): -0.41, atom 8 (H): 0.22



6.
# C5H7NO

A structure of composition C5H7NO (wB97M-V/def2-TZVPD, OMol25).

The geometry in XYZ format:
```
14
C5H7NO | OMol25 | wB97M-V/def2-TZVPD
N 2.368 0.379 0.230
C 1.168 0.027 -0.310
O 0.872 -1.254 -0.651
C -0.506 -0.732 -0.878
C -1.475 -0.610 0.323
C -1.048 0.877 0.538
C -0.014 0.666 -0.583
H 3.139 -0.261 0.111
H -0.864 -1.102 -1.839
H -1.253 -1.291 1.149
H -2.523 -0.745 0.030
H -0.635 1.099 1.528
H -1.834 1.605 0.316
H 2.606 1.342 0.036
```

Results
- LUMO: 0.977 eV
- Kohn-Sham gap: 0.3146 Ha
- HOMO level: -7.582 eV
- Strongest force on any atom: 0.0089 hartree/bohr

These are the natural (NBO) partial charges, in e, on atoms 1 to 8: atom 1 (N): -0.81, atom 2 (C): 0.54, atom 3 (O): -0.49, atom 4 (C): 0.09, atom 5 (C): -0.43, atom 6 (C): -0.40, atom 7 (C): -0.33, atom 8 (H): 0.40



7.
# C5H7NO

An isolated molecule of C5H7NO (wB97M-V/def2-TZVPD, OMol25).

The geometry in XYZ format:
```
14
C5H7NO | OMol25 | wB97M-V/def2-TZVPD
C 2.032 -0.151 -0.140
C 0.576 0.117 0.120
N 0.006 -0.376 1.367
C -0.579 -0.815 0.096
C -1.892 -0.217 -0.320
C -1.905 1.022 -0.772
O -1.863 2.128 -1.147
H 2.291 0.048 -1.185
H 2.329 -1.168 0.126
H 2.606 0.545 0.484
H 0.302 1.125 -0.195
H -0.601 0.314 1.801
H -0.456 -1.877 -0.109
H -2.845 -0.694 -0.127
```

Results
- LUMO: 0.895 eV
- Kohn-Sham gap: 0.3601 Ha
- HOMO level: -8.905 eV
- Strongest force on any atom: 0.0194 hartree/bohr

These are the natural (NBO) partial charges, in e, on atoms 1 to 8: atom 1 (C): -0.61, atom 2 (C): -0.08, atom 3 (N): -0.58, atom 4 (C): -0.08, atom 5 (C): -0.58, atom 6 (C): 0.72, atom 7 (O): -0.46, atom 8 (H): 0.21



8.
# C5H7NO

An isolated molecule of C5H7NO (wB97M-V/def2-TZVPD, OMol25).

The geometry in XYZ format:
```
14
C5H7NO | OMol25 | wB97M-V/def2-TZVPD
C 1.162 -0.024 -1.771
C -0.219 -0.132 -1.177
O -1.144 -0.590 -1.811
C -0.471 0.160 0.256
C -0.031 -0.671 1.434
C -0.294 0.797 1.531
N -1.602 0.830 0.865
H 1.532 -1.033 -1.984
H 1.872 0.502 -1.129
H 1.072 0.494 -2.730
H -0.758 -1.396 1.808
H 1.012 -0.993 1.455
H 0.226 1.631 1.983
H -2.241 0.149 1.283
```

Results
- LUMO: 0.909 eV
- Kohn-Sham gap: 0.3916 Ha
- HOMO level: -9.746 eV
- Strongest force on any atom: 0.0091 hartree/bohr

These are the natural (NBO) partial charges, in e, on atoms 1 to 8: atom 1 (C): -0.71, atom 2 (C): 0.58, atom 3 (O): -0.51, atom 4 (C): -0.04, atom 5 (C): -0.40, atom 6 (C): -0.06, atom 7 (N): -0.54, atom 8 (H): 0.24



So what do the calculations give for ΔE to the lowest compared entry with this formula, charge and spin? Going down the list: 42.2; 15.3; 4.5; 86.5; 16.4; 79.4; 50.1; 74.9 kcal/mol.